19 unconnected molecules or ions with the total composition C46H75N19O20 in a non-equilibrium geometry, computed with the ωB97M-V functional and the def2-TZVPD basis.

Bonds (Å) are listed after each position.
Geometry (Å):
1 H -4.56 4.17 1.25  C51 1.090
2 H -1.58 2.61 7.49  C154 1.080
3 H -3.32 -0.74 -7.12  C70 1.080
4 C 1.91 -6.20 1.63  H47 1.080, C53 1.391, N99 1.377
5 C -4.20 4.01 -2.25  C24 1.372, H54 1.080, N74 1.345
6 H 0.94 2.19 8.18  C60 1.080
7 O 0.72 3.40 -2.91  N73 1.272
8 H 1.43 -4.76 3.11  C53 1.080
9 N -3.97 1.96 5.25  O39 1.245, O87 1.226, C155 1.484
10 C -0.15 0.76 1.38  H33 1.080, C103 1.359, N124 1.380
11 N -1.84 -2.76 -0.73  H22 1.010, C77 1.365, C149 1.380
12 C 1.10 -1.13 5.44  N79 1.364, C131 1.395, H137 1.080
13 H 2.39 3.25 6.30  N125 1.010
14 H 2.92 -3.96 -0.37  C156 1.090
15 H -2.74 -4.38 0.20  C149 1.080
16 H 1.06 4.20 4.43  C109 1.080
17 C -1.26 -0.93 -7.92  C70 1.421, H142 1.080, C152 1.405
18 H -3.77 -4.87 -2.27  C102 1.080
19 H -1.99 -4.04 3.58  N75 1.010
20 H 0.59 -0.67 2.77  N124 1.010
21 C -2.56 -3.10 -2.84  C77 1.383, H82 1.080, C102 1.406
22 H -1.34 -2.36 0.05  N11 1.010
23 O 5.63 -0.78 0.12  N37 1.233
24 C -2.98 3.45 -2.54  C5 1.372, C78 1.356, H129 1.080
25 O 1.74 -3.20 -6.46  N128 1.231
26 O 7.20 -3.35 1.80  N96 1.224
27 C 1.06 -1.01 0.68  H80 1.080, C107 1.393, N124 1.407
28 C -0.21 6.34 -1.62  H49 1.080, C76 1.411, N139 1.355
29 H -0.40 1.63 -0.57  C103 1.080
30 H -1.28 -1.38 -2.25  C77 1.080
31 H 0.67 3.40 0.71  C36 1.090
32 O -2.10 3.81 1.00  N122 1.235
33 H -0.68 1.39 2.07  C10 1.080
34 C -2.36 6.82 -1.25  C42 1.370, H108 1.080, N139 1.386
35 H -4.35 5.03 2.83  C51 1.090
36 C 1.18 4.18 1.27  H31 1.090, H89 1.090, N140 1.518, H159 1.090
37 N 4.63 -0.77 0.85  O23 1.233, C85 1.513, O100 1.227
38 H 6.08 -6.02 2.77  C117 1.090
39 O -4.28 1.63 6.41  N9 1.245
40 C -4.06 3.72 -4.42  N74 1.393, C78 1.410, H86 1.080
41 O 2.68 3.43 2.96  N140 1.207
42 C -1.62 7.45 -0.28  C34 1.370, C76 1.332, H88 1.080
43 H -2.70 -1.85 2.49  C92 1.080
44 H 3.24 3.33 -2.72  C56 1.090
45 H 1.20 0.98 5.62  N79 1.010
46 H -6.00 -4.64 2.40  C72 1.080
47 H 2.73 -6.76 2.03  C4 1.080
48 O 4.88 -2.86 -2.04  N61 1.234
49 H 0.69 5.96 -2.08  C28 1.080
50 H 3.62 -4.97 -1.72  C156 1.090
51 C -3.98 4.90 1.81  H1 1.090, H35 1.090, H81 1.090, N122 1.508
52 C 0.30 -5.61 0.15  N99 1.328, H121 1.080, C150 1.388
53 C 1.23 -5.08 2.10  C4 1.391, H8 1.080, C150 1.395
54 H -4.73 4.37 -1.38  C5 1.080
55 O -1.79 4.95 2.79  N122 1.223
56 C 2.82 2.34 -2.57  H44 1.090, N73 1.517, H105 1.090, H153 1.090
57 H -1.98 2.82 -4.34  C78 1.080
58 N -0.35 0.06 -6.13  C112 1.393, H145 1.010, C152 1.387
59 O -5.27 0.44 1.11  N141 1.234
60 C 0.58 2.72 7.30  H6 1.080, N125 1.401, C154 1.389
61 N 3.66 -2.86 -1.87  O48 1.234, O133 1.181, C156 1.500
62 O 3.39 3.56 0.97  N140 1.209
63 H 0.03 -3.90 -4.15  C148 1.090
64 H -0.59 -4.00 1.35  C150 1.080
65 O 2.42 -4.25 -4.66  N128 1.236
66 H -4.23 1.39 -1.17  C90 1.090
67 H 3.46 0.87 4.48  C115 1.080
68 H -2.18 0.80 -5.21  C112 1.080
69 O 1.04 1.35 -3.78  N73 1.255
70 C -2.27 -0.50 -7.02  H3 1.080, C17 1.421, C112 1.365
71 H -5.76 4.67 -3.52  N74 1.010
72 C -5.04 -4.21 2.64  H46 1.080, C91 1.351, C106 1.387
73 N 1.39 2.33 -3.09  O7 1.272, C56 1.517, O69 1.255
74 N -4.88 4.20 -3.40  C5 1.345, C40 1.393, H71 1.010
75 N -2.92 -3.90 3.22  H19 1.010, C92 1.377, C106 1.374
76 C -0.34 7.14 -0.47  C28 1.411, C42 1.332, H144 1.080
77 C -1.83 -2.28 -2.01  N11 1.365, C21 1.383, H30 1.080
78 C -2.86 3.22 -3.87  C24 1.356, C40 1.410, H57 1.080
79 N 1.62 0.12 5.29  C12 1.364, H45 1.010, C115 1.366
80 H 1.64 -1.92 0.81  C27 1.080
81 H -3.92 5.86 1.30  C51 1.090
82 H -2.72 -2.98 -3.90  C21 1.080
83 O 5.08 0.16 -5.40  N151 1.243
84 H -5.27 -2.27 1.78  C91 1.080
85 C 3.95 0.53 1.24  N37 1.513, H116 1.090, H146 1.090, H160 1.090
86 H -4.42 3.85 -5.43  C40 1.080
87 O -4.39 2.99 4.73  N9 1.226
88 H -1.98 8.11 0.50  C42 1.080
89 H 1.31 5.08 0.66  C36 1.090
90 C -4.06 0.36 -0.88  H66 1.090, H101 1.090, H127 1.090, N141 1.446
91 C -4.66 -2.95 2.35  C72 1.351, H84 1.080, C92 1.396
92 C -3.31 -2.73 2.60  H43 1.080, N75 1.377, C91 1.396
93 H -0.34 -2.64 -5.29  C148 1.090
94 H 1.01 -0.65 -7.59  C152 1.080
95 H 1.95 -3.11 5.14  C131 1.080
96 N 6.40 -3.97 2.49  O26 1.224, C117 1.479, O118 1.238
97 H -3.86 -5.76 3.76  C106 1.080
98 C -0.71 3.60 5.70  C109 1.365, H114 1.080, C154 1.373
99 N 1.40 -6.33 0.35  C4 1.377, C52 1.328, H135 1.010
100 O 4.17 -1.81 1.31  N37 1.227
101 H -3.04 0.07 -1.13  C90 1.090
102 C -3.00 -4.15 -2.02  H18 1.080, C21 1.406, C149 1.356
103 C 0.06 0.87 0.04  C10 1.359, H29 1.080, C107 1.405
104 H -1.69 5.50 -2.83  N139 1.010
105 H 3.43 1.52 -2.95  C56 1.090
106 C -3.97 -4.79 3.30  C72 1.387, N75 1.374, H97 1.080
107 C 0.83 -0.20 -0.43  C27 1.393, C103 1.405, H119 1.080
108 H -3.39 6.83 -1.57  C34 1.080
109 C 0.59 3.76 5.30  H16 1.080, C98 1.365, N125 1.379
110 H -2.77 1.43 3.49  C155 1.090
111 H 6.35 -5.48 1.05  C117 1.090
112 C -1.73 0.23 -6.01  N58 1.393, H68 1.080, C70 1.365
113 O 3.36 -1.09 -5.11  N151 1.207
114 H -1.53 3.96 5.10  C98 1.080
115 C 2.84 0.01 4.68  H67 1.080, N79 1.366, C136 1.397
116 H 3.15 0.78 0.55  C85 1.090
117 C 5.88 -5.27 2.01  H38 1.090, N96 1.479, H111 1.090, H157 1.090
118 O 5.88 -3.49 3.51  N96 1.238
119 H 1.19 -0.39 -1.43  C107 1.080
120 H 4.18 -1.67 4.29  C136 1.080
121 H -0.33 -5.78 -0.70  C52 1.080
122 N -2.52 4.52 1.91  O32 1.235, C51 1.508, O55 1.223
123 O -3.12 0.25 1.19  N141 1.223
124 N 0.49 -0.39 1.81  C10 1.380, H20 1.010, C27 1.407
125 N 1.39 3.17 6.26  H13 1.010, C60 1.401, C109 1.379
126 H 4.05 -2.09 -7.33  C158 1.090
127 H -4.78 -0.34 -1.32  C90 1.090
128 N 1.66 -3.48 -5.26  O25 1.231, O65 1.236, C148 1.524
129 H -2.27 3.26 -1.75  C24 1.080
130 H 5.23 -2.68 -6.14  C158 1.090
131 C 2.05 -2.04 5.00  C12 1.395, H95 1.080, C136 1.409
132 H 0.69 -2.20 -3.85  C148 1.090
133 O 2.96 -1.92 -1.98  N61 1.181
134 H 1.98 -4.22 -1.89  C156 1.090
135 H 1.72 -7.09 -0.23  N99 1.010
136 C 3.20 -1.34 4.59  C115 1.397, H120 1.080, C131 1.409
137 H 0.13 -1.28 5.91  C12 1.080
138 H 5.64 -1.28 -7.25  C158 1.090
139 N -1.48 6.13 -2.07  C28 1.355, C34 1.386, H104 1.010
140 N 2.52 3.69 1.79  C36 1.518, O41 1.207, O62 1.209
141 N -4.16 0.37 0.57  O59 1.234, C90 1.446, O123 1.223
142 H -1.41 -1.44 -8.85  C17 1.080
143 H -2.21 0.69 5.04  C155 1.090
144 H 0.44 7.54 0.16  C76 1.080
145 H 0.28 0.40 -5.42  N58 1.010
146 H 4.74 1.28 1.29  C85 1.090
147 H -3.71 0.24 4.22  C155 1.090
148 C 0.41 -2.96 -4.57  H63 1.090, H93 1.090, N128 1.524, H132 1.090
149 C -2.55 -3.94 -0.76  N11 1.380, H15 1.080, C102 1.356
150 C 0.20 -4.72 1.22  C52 1.388, C53 1.395, H64 1.080
151 N 4.40 -0.83 -5.68  O83 1.243, O113 1.207, C158 1.459
152 C -0.03 -0.58 -7.32  C17 1.405, N58 1.387, H94 1.080
153 H 2.72 2.21 -1.49  C56 1.090
154 C -0.74 2.91 6.89  H2 1.080, C60 1.389, C98 1.373
155 C -3.06 1.08 4.48  N9 1.484, H110 1.090, H143 1.090, H147 1.090
156 C 2.98 -4.14 -1.45  H14 1.090, H50 1.090, N61 1.500, H134 1.090
157 H 4.80 -5.15 1.98  C117 1.090
158 C 4.87 -1.80 -6.67  H126 1.090, H130 1.090, H138 1.090, N151 1.459
159 H 0.52 4.48 2.08  C36 1.090
160 H 3.52 0.35 2.23  C85 1.090

For the HOMO energy, the calculation gives -8.1 eV. For the total energy, the calculation gives -4341.91092 a.u.

=====

6 unconnected molecules or ions with the total composition C46H76IN2O20PSSi in a non-equilibrium geometry, computed with the ωB97M-V functional and the def2-TZVPD basis.

Bonds (Å) are listed after each position.
Geometry (Å):
1 H -9.95 -2.33 5.15  C132 1.094
2 H -5.78 -3.09 -0.27  C123 1.192
3 S -1.88 -0.82 -3.87  C25 1.911, C97 1.907
4 C 10.29 3.42 6.63  O12 1.433, H30 1.095, H48 1.096, C65 1.518
5 C 1.68 3.07 9.62  O74 1.426, H92 1.094, H118 1.094, H134 1.094
6 C -1.13 0.16 1.09  C60 1.673, H121 1.194, C143 1.648
7 H -3.24 -6.09 -5.21  C77 1.182
8 H 5.21 -1.40 -7.00  C87 1.094
9 H 5.64 -2.88 -11.77  C93 1.094
10 C -10.76 -0.25 0.95  O15 1.426, H24 1.094, H86 1.094, H96 1.094
11 H 5.68 -0.14 -8.20  C87 1.094
12 O 11.44 2.58 6.83  C4 1.433, C18 1.356
13 H -11.54 2.11 -9.53  C145 1.194
14 C -0.12 0.34 -1.61  C40 1.639, C60 1.673, C97 1.641
15 O -9.56 -0.87 1.43  C10 1.426, C57 1.357
16 C -4.65 -4.05 -2.15  C41 1.673, C123 1.651, C146 1.660
17 H -8.61 -2.74 6.24  C132 1.093
18 C 11.16 1.28 7.12  O12 1.356, O26 1.357, O42 1.221
19 H -7.20 -5.07 -2.38  C62 1.173
20 O 1.01 2.16 2.37  P75 1.777, H101 1.004
21 H 11.55 -1.28 7.03  C94 1.094
22 C -10.56 0.21 -6.77  O63 1.477, C98 1.648, O114 1.362
23 C 6.30 -2.63 -8.99  O27 1.356, O36 1.357, O113 1.221
24 H -10.71 -0.22 -0.14  C10 1.094
25 C -2.75 -2.51 -3.74  S3 1.911, C41 1.673, C43 1.645
26 O 12.34 0.64 7.32  C18 1.357, C94 1.426
27 O 7.25 -3.38 -9.60  C23 1.356, C82 1.433
28 O 1.32 -1.66 -3.35  Si47 1.771, C55 1.471
29 H 1.38 5.74 4.01  C52 1.093
30 H 10.65 4.32 6.11  C4 1.095
31 H -0.35 4.70 5.55  C147 1.096
32 H -7.58 -2.07 -1.30  C133 1.173
33 H 2.81 -2.53 -7.07  C45 1.186
34 H 2.03 1.22 -2.04  C40 1.192
35 H 4.46 -1.61 -4.29  C125 1.190
36 O 6.92 -1.79 -8.12  C23 1.357, C87 1.426
37 O 0.75 4.81 7.83  C39 1.221
38 H 6.61 -0.35 -6.70  C87 1.094
39 C 1.02 3.68 7.47  O37 1.221, O74 1.357, O78 1.356
40 C 1.06 0.85 -2.62  C14 1.639, H34 1.192, C55 1.639, H126 1.185
41 C -3.77 -2.65 -2.43  C16 1.673, C25 1.673, N102 1.513
42 O 10.05 0.78 7.20  C18 1.221
43 C -2.51 -3.74 -4.81  C25 1.645, C77 1.669, H131 1.185
44 H 5.38 4.44 9.67  C99 1.095
45 C 1.99 -2.05 -6.36  H33 1.186, Si47 1.964, H51 1.177, H105 1.193
46 N 2.83 0.54 0.95  P75 1.626, H95 1.064
47 Si 2.17 -2.68 -4.52  O28 1.771, C45 1.964, C109 1.930, C125 1.959
48 H 9.57 2.94 5.96  C4 1.096
49 H -5.34 -4.91 -0.04  C123 1.190
50 H -8.82 -3.59 4.68  C132 1.095
51 H 0.92 -2.29 -6.80  C45 1.177
52 C 1.67 5.09 4.83  H29 1.093, H53 1.094, H90 1.095, C147 1.518
53 H 1.97 5.71 5.68  C52 1.094
54 H -9.76 -2.22 -5.51  C67 1.190
55 C 1.58 -0.26 -3.71  O28 1.471, C40 1.639, H58 1.191, H127 1.185
56 H 5.15 3.74 6.69  C120 1.094
57 C -9.42 -0.81 2.78  O15 1.357, O112 1.356, O138 1.221
58 H 1.11 0.06 -4.76  C55 1.191
59 H 6.19 -4.30 -12.67  C93 1.093
60 C 0.07 0.64 0.02  C6 1.673, C14 1.673, P75 1.911
61 H -7.92 -3.48 -3.88  C88 1.190
62 C -7.24 -4.43 -1.40  H19 1.173, C123 1.673, C133 1.645, H135 1.186
63 O -9.46 -0.10 -5.83  C22 1.477, C67 1.482
64 H -4.98 -6.31 -3.05  C146 1.186
65 C 9.67 3.82 7.95  C4 1.518, H71 1.093, H107 1.094, H122 1.095
66 H 8.75 8.16 5.91  C124 1.094
67 C -9.85 -1.20 -4.92  H54 1.190, O63 1.482, H80 1.188, C136 1.660
68 H -3.38 -0.92 1.38  C143 1.183
69 C -2.71 -0.88 -0.98  C97 1.663, N102 1.513, C143 1.649
70 H -6.97 -1.88 4.60  C119 1.095
71 H 8.86 4.53 7.80  C65 1.093
72 H -8.11 -0.60 4.98  C119 1.096
73 H -9.71 2.72 -8.98  C145 1.193
74 O 1.48 2.68 8.27  C5 1.426, C39 1.357
75 P 1.56 1.55 0.80  O20 1.777, N46 1.626, C60 1.911, O108 1.777
76 O 7.68 6.84 7.06  C124 1.426, C148 1.357
77 C -3.36 -5.14 -4.51  H7 1.182, C43 1.669, C146 1.671
78 O 0.96 3.21 6.20  C39 1.356, C147 1.433
79 H 7.57 -5.03 -10.76  C82 1.095
80 H -10.97 -1.09 -4.54  C67 1.188
81 H -9.07 -3.15 -0.88  C133 1.179
82 C 6.77 -4.30 -10.59  O27 1.433, H79 1.095, C93 1.518, H137 1.096
83 H -7.75 -0.99 -3.94  C136 1.182
84 H 4.39 2.87 8.03  C120 1.093
85 H 0.24 3.57 4.33  C147 1.095
86 H -10.85 0.78 1.32  C10 1.094
87 C 6.04 -0.88 -7.48  H8 1.094, H11 1.094, O36 1.426, H38 1.094
88 C -8.70 -2.96 -3.16  H61 1.190, C133 1.672, C136 1.672, H140 1.173
89 H 4.57 -3.29 -5.15  C125 1.187
90 H 2.56 4.52 4.53  C52 1.095
91 O 5.53 6.34 6.44  C148 1.221
92 H 0.78 3.54 10.04  C5 1.094
93 C 6.46 -3.59 -11.89  H9 1.094, H59 1.093, C82 1.518, H111 1.095
94 C 12.19 -0.72 7.72  H21 1.094, O26 1.426, H110 1.094, H141 1.094
95 H 3.06 0.46 1.98  N46 1.064
96 H -11.63 -0.84 1.25  C10 1.094
97 C -1.52 -0.41 -2.04  S3 1.907, C14 1.641, C69 1.663
98 C -11.00 1.72 -7.26  C22 1.648, H142 1.188, C145 1.499
99 C 5.32 4.73 8.61  H44 1.095, O104 1.433, C120 1.518, H130 1.096
100 H 4.37 -3.24 -3.18  C125 1.171
101 H 1.59 1.80 3.11  O20 1.004
102 N -4.00 -1.53 -1.44  C41 1.513, C69 1.513, I128 2.093
103 H 7.84 6.93 5.00  C124 1.094
104 O 6.51 5.48 8.33  C99 1.433, C148 1.356
105 H 2.17 -0.87 -6.44  C45 1.193
106 H 6.16 2.89 7.84  C120 1.095
107 H 9.26 2.94 8.48  C65 1.094
108 O 1.94 3.01 -0.14  P75 1.777, H144 1.004
109 C 1.58 -4.52 -4.54  Si47 1.930, H115 1.194, H129 1.174, H139 1.194
110 H 13.18 -1.19 7.72  C94 1.094
111 H 7.33 -3.01 -12.23  C93 1.095
112 O -8.30 -1.51 3.11  C57 1.356, C119 1.433
113 O 5.10 -2.68 -9.20  C23 1.221
114 O -11.29 -0.84 -7.24  C22 1.362
115 H 2.47 -5.15 -5.02  C109 1.194
116 H -9.17 -0.71 -2.69  C136 1.179
117 H 6.99 8.32 5.76  C124 1.094
118 H 1.90 2.17 10.21  C5 1.094
119 C -8.02 -1.58 4.51  H70 1.095, H72 1.096, O112 1.433, C132 1.518
120 C 5.25 3.49 7.75  H56 1.094, H84 1.093, C99 1.518, H106 1.095
121 H -1.01 0.36 2.26  C6 1.194
122 H 10.42 4.26 8.62  C65 1.095
123 C -5.69 -4.12 -0.86  H2 1.192, C16 1.651, H49 1.190, C62 1.673
124 C 7.81 7.60 5.86  H66 1.094, O76 1.426, H103 1.094, H117 1.094
125 C 4.10 -2.74 -4.21  H35 1.190, Si47 1.959, H89 1.187, H100 1.171
126 H 0.62 1.77 -3.22  C40 1.185
127 H 2.75 -0.13 -3.80  C55 1.185
128 I -5.26 -0.11 -2.31  N102 2.093
129 H 1.39 -4.99 -3.48  C109 1.174
130 H 4.43 5.36 8.50  C99 1.096
131 H -1.76 -3.61 -5.72  C43 1.185
132 C -8.90 -2.62 5.19  H1 1.094, H17 1.093, H50 1.095, C119 1.518
133 C -8.13 -3.06 -1.59  H32 1.173, C62 1.645, H81 1.179, C88 1.672
134 H 2.53 3.75 9.69  C5 1.094
135 H -7.74 -5.07 -0.53  C62 1.186
136 C -8.83 -1.35 -3.62  C67 1.660, H83 1.182, C88 1.672, H116 1.179
137 H 5.90 -4.86 -10.22  C82 1.096
138 O -10.17 -0.25 3.55  C57 1.221
139 H 0.66 -4.70 -5.28  C109 1.194
140 H -9.71 -3.54 -3.30  C88 1.173
141 H 11.79 -0.77 8.74  C94 1.094
142 H -11.57 2.39 -6.46  C98 1.188
143 C -2.52 -0.60 0.63  C6 1.648, H68 1.183, C69 1.649
144 H 1.71 3.82 0.41  O108 1.004
145 C -10.73 2.20 -8.66  H13 1.194, H73 1.193, C98 1.499
146 C -4.41 -5.29 -3.22  C16 1.660, H64 1.186, C77 1.671
147 C 0.54 4.15 5.21  H31 1.096, C52 1.518, O78 1.433, H85 1.095
148 C 6.47 6.24 7.21  O76 1.357, O91 1.221, O104 1.356

For the HOMO energy, the calculation gives -8.0 eV. As for the SMILES: C=CC(=O)OCCCCCCc1cccc2c1N(I)c1ccc(P(=N)(O)O)c(CCO[Si](C)(C)C)c1S2.CCOC(=O)OC.CCOC(=O)OC.CCOC(=O)OC.CCOC(=O)OC.CCOC(=O)OC. For the total energy, the calculation gives -4738.52173 a.u.